Entry 1:
Below is a molecular structure, C4H6O2 in a non-equilibrium geometry, with properties calculated with ωB97M-V with the def2-TZVPD basis set.

HOMO in Eh: -0.3062
Net charge: 0
Relative energy (zero: lowest compared OMol25 entry of this formula, charge and spin) in kJ/mol: 326.0
Strongest force on any atom in eV/A: 2.94
Electronic energy in eV: -8337.082
Frontier orbital gap in eV: 9.07

Each line ends with the Mulliken charge.
Atoms and positions in Å:
C 1.53062 -0.21330 0.11083  -1.002
O -1.27855 -1.87643 -0.53232  -0.530
H 1.78045 -1.23694 -0.19453  0.300
C -1.01072 -0.57426 -0.46926  0.424
C 0.04977 -0.00801 0.14401  0.052
H -0.47708 2.03545 -0.51011  0.237
H -0.67244 -1.81938 0.27865  0.379
C -0.81334 1.22058 0.12362  -0.236
H 1.99055 0.46536 -0.62406  0.255
H 2.01653 -0.02949 1.07423  0.303
O -1.88420 0.43824 -0.55465  -0.382
H -1.22353 1.58444 1.07034  0.201

---

Entry 2:
Below is a molecular structure, C4H6O2 in a non-equilibrium geometry, with properties calculated with ωB97M-V with the def2-TZVPD basis set.

HOMO in Eh: -0.3470
Net charge: 0
Relative energy (zero: lowest compared OMol25 entry of this formula, charge and spin) in kJ/mol: 256.6
Strongest force on any atom in eV/A: 5.10
Electronic energy in eV: -8337.802
Frontier orbital gap in eV: 10.36

Each line ends with the Mulliken charge.
Atoms and positions in Å:
H -0.73904 -0.14449 -1.84094  0.286
C 0.39697 0.66049 -0.11516  0.371
H -2.40449 0.35608 -0.01520  0.235
C 1.71598 0.00726 0.39476  -0.114
H 0.06173 -1.39006 -0.76685  0.204
O 2.59406 -0.74504 0.05125  -0.448
C -0.44584 -0.36160 -0.81482  -0.625
H 1.75633 0.09207 1.56541  0.229
H 0.72346 1.56943 -0.62220  0.352
O -0.58258 0.88346 0.90262  -0.420
H -1.65917 -0.93625 0.97107  0.241
C -1.45867 -0.09726 0.29605  -0.311

---

Entry 3:
Below is a molecular structure, C4H6O2 in a non-equilibrium geometry, with properties calculated with ωB97M-V with the def2-TZVPD basis set.

HOMO in Eh: -0.3754
Net charge: 0
Relative energy (zero: lowest compared OMol25 entry of this formula, charge and spin) in kJ/mol: 76.2
Strongest force on any atom in eV/A: 2.04
Electronic energy in eV: -8339.672
Frontier orbital gap in eV: 11.06

Each line ends with the Mulliken charge.
Atoms and positions in Å:
C 1.18081 0.02122 -0.86696  0.512
H -0.78831 -1.65755 0.23905  0.340
O 1.48912 -0.38331 -1.94703  -0.566
H -2.10392 -0.48057 0.37225  0.355
H 0.75179 1.67359 1.34579  0.258
C -0.20053 0.38355 -0.21520  0.355
H 0.55806 -0.05956 1.82966  0.266
C -1.21362 -0.74931 -0.19907  -1.351
O 1.94859 0.28225 0.20025  -0.366
H -1.52179 -0.98295 -1.21942  0.326
C 0.64685 0.64699 1.00796  -0.448
H -0.60788 1.29046 -0.67441  0.319

---

Entry 4:
Below is a molecular structure, C4H6O2, with properties calculated with ωB97M-V with the def2-TZVPD basis set.

HOMO in Eh: -0.3866
Net charge: 0
Relative energy (zero: lowest compared OMol25 entry of this formula, charge and spin) in kJ/mol: 46.0
Strongest force on any atom in eV/A: 0.63
Electronic energy in eV: -8339.985
Frontier orbital gap in eV: 11.39

Each line ends with the Mulliken charge.
Atoms and positions in Å:
H -1.17286 -0.36421 1.39492  0.324
H -0.59168 0.47790 -1.50578  0.304
C 0.99083 0.63695 0.05173  -0.514
H 1.50446 1.41105 -0.52185  0.268
O 2.51743 -1.37894 -0.06440  -0.544
H -2.23607 -0.71848 0.02138  0.311
H 0.96283 0.91067 1.11039  0.228
C -1.49716 -0.01391 0.41037  -1.277
C -0.31721 0.08059 -0.52398  0.385
O 0.31710 -1.22875 -0.70615  -0.373
H -1.97744 0.96113 0.53563  0.338
C 1.49976 -0.77401 -0.20225  0.548

---

Entry 5:
Below is C4H6O2 in the gas phase in a non-equilibrium geometry, with properties calculated with ωB97M-V with the def2-TZVPD basis set.

HOMO in Eh: -0.3479
Net charge: 0
Relative energy (zero: lowest compared OMol25 entry of this formula, charge and spin) in kJ/mol: 407.8
Strongest force on any atom in eV/A: 7.12
Structure (SMILES): C1O[C@H]2C[C@H]2O1
Electronic energy in eV: -8336.234
Frontier orbital gap in eV: 10.56

Each line ends with the Mulliken charge.
Atoms and positions in Å:
H -1.22414 1.52361 0.16053  0.205
H 0.09300 -0.91446 -2.47853  0.241
H 1.46237 0.55037 0.70495  0.472
C 0.33844 -0.60369 -1.37012  -0.234
H 1.04012 -1.32128 -1.13783  0.398
O -0.70506 -1.14796 -0.62497  -0.409
C -0.43141 -0.55049 0.73072  -0.088
C -0.65529 1.05333 1.05679  -0.764
H -0.18972 -1.21223 1.60713  0.309
H -0.76173 1.35631 2.00773  0.400
C 0.48289 0.54474 0.35704  -0.124
O 0.55053 0.72174 -1.01346  -0.407

---

Entry 6:
Below is C4H6O2 in the gas phase in a non-equilibrium geometry, with properties calculated with ωB97M-V with the def2-TZVPD basis set.

HOMO in Eh: -0.3060
Net charge: 0
Relative energy (zero: lowest compared OMol25 entry of this formula, charge and spin) in kJ/mol: 388.1
Strongest force on any atom in eV/A: 7.07
Structure (SMILES): C1=COCOC1
Electronic energy in eV: -8336.439
Frontier orbital gap in eV: 9.28

Each line ends with the Mulliken charge.
Atoms and positions in Å:
C 0.52597 1.28405 0.26742  -0.533
H 2.43377 0.43405 -0.25990  0.414
H -0.35425 -0.93222 1.42564  0.410
C -0.92157 0.99503 -0.03834  -0.247
H -0.95799 -2.05185 -0.03882  0.253
H -1.52634 1.57095 -0.95861  0.219
O 0.98778 -1.00033 -0.15224  -0.368
C 1.40247 0.24772 -0.19101  -0.075
H -1.78025 1.13369 0.88730  0.182
C -0.41132 -1.17594 0.35824  -0.264
O -1.30079 -0.29579 -0.32730  -0.352
H 1.11589 2.10917 0.40274  0.361